Model 1:
One molecule with the formula C4H10N2OS, computed with the ωB97M-V functional and the def2-TZVPD basis.

Results
Gap between HOMO and LUMO = 8.08 eV
HOMO energy = -7.6 eV
Total charge = 0
Structure (SMILES) = [NH3+]/C=C(\[O-])NCCS

Each line ends with the Löwdin charge.
Element x y z (Å)
N1 -1.834 -1.791 -1.064  0.12
C1 -1.224 -0.921 -0.049  -0.14
C2 -0.928 0.276 -0.684  -0.58
O1 -1.454 0.465 -1.823  -0.08
N2 -0.035 1.248 -0.239  0.03
C3 0.602 1.125 1.064  -0.26
C4 2.129 0.871 1.008  -0.55
S1 2.671 -0.453 -0.113  0.70
H1 -2.701 -2.182 -0.726  0.14
H2 -1.193 -2.537 -1.287  0.14
H3 -1.995 -1.083 -1.829  0.12
H4 -0.623 -1.354 0.729  0.07
H5 -0.380 2.157 -0.496  0.13
H6 0.189 0.317 1.664  0.10
H7 0.341 2.016 1.639  0.12
H8 2.676 1.771 0.729  0.05
H9 2.331 0.680 2.067  0.07
H10 1.426 -0.605 -0.590  -0.17


Model 2:
One molecule with the formula C4H10N2OS, computed with the ωB97M-V functional and the def2-TZVPD basis.

Results
Gap between HOMO and LUMO = 9.94 eV
HOMO energy = -9.3 eV
Total charge = 0
Structure (SMILES) = N[C@@H](CS)CNC=O

Each line ends with the Löwdin charge.
Element x y z (Å)
N1 -2.069 -1.306 0.452  0.04
C1 -0.924 -0.539 -0.090  -0.44
C2 -1.498 0.601 -0.916  -0.56
S1 -0.310 1.636 -1.788  0.72
C3 -0.042 -0.075 1.093  -0.16
N2 1.343 0.161 0.773  0.03
C4 2.318 -0.694 1.128  -0.37
O1 2.173 -1.681 1.825  0.01
H1 -2.215 -1.146 1.436  0.07
H2 -1.953 -2.265 0.267  0.06
H3 -0.364 -1.236 -0.715  0.14
H4 -2.131 0.105 -1.661  0.07
H5 -2.297 1.074 -0.342  0.08
H6 -0.887 1.561 -2.984  -0.15
H7 -0.081 -0.827 1.875  0.11
H8 -0.520 0.823 1.501  0.13
H9 1.585 0.889 0.119  0.10
H10 3.332 -0.486 0.763  0.13


Model 3:
One molecule with the formula C4H10N2OS, computed with the ωB97M-V functional and the def2-TZVPD basis.

Results
Gap between HOMO and LUMO = 7.33 eV
HOMO energy = -7.1 eV
Total charge = 0
Structure (SMILES) = [NH3+]/C=C(\[O-])NCCS

Each line ends with the Löwdin charge.
Element x y z (Å)
N1 -0.823 2.632 1.670  0.14
C1 -0.024 1.424 1.507  -0.17
C2 -0.791 0.281 1.169  -0.62
O1 -1.922 0.142 1.511  0.01
N2 -0.079 -0.880 0.636  -0.01
C3 1.266 -0.974 0.139  -0.29
C4 1.505 -1.475 -1.401  -0.59
S1 0.331 -0.712 -2.500  0.63
H1 -1.631 2.533 1.082  0.14
H2 -0.948 2.633 2.619  0.11
H3 -0.159 3.263 1.156  0.18
H4 1.068 1.442 1.655  0.08
H5 -0.621 -1.732 0.491  0.13
H6 1.887 -0.095 0.186  0.09
H7 1.702 -1.653 0.858  0.10
H8 1.404 -2.671 -1.241  0.11
H9 2.455 -1.395 -1.883  0.03
H10 -0.492 0.127 -1.649  -0.09


Model 4:
A 3-piece molecular cluster, C4H10N2OS overall, computed with the ωB97M-V functional and the def2-TZVPD basis.

Results
Gap between HOMO and LUMO = 9.14 eV
HOMO energy = -9.5 eV
Total charge = 0

Each line ends with the Löwdin charge.
Element x y z (Å)
C1 -2.183 0.248 0.058  -0.03
C2 -3.453 0.912 -0.570  -0.15
C3 -3.113 0.713 0.866  -0.07
C4 1.747 -1.794 1.173  -0.20
N1 2.116 -2.361 -0.121  -0.39
N2 0.683 2.163 0.425  0.04
O1 2.662 -0.021 -1.018  -0.50
S1 2.663 -1.448 -1.188  0.88
H1 0.446 2.754 1.193  0.00
H2 -1.412 -0.375 -0.179  0.05
H3 -3.369 1.766 -1.209  0.07
H4 -4.059 0.141 -0.994  0.06
H5 -3.573 0.968 1.832  0.10
H6 2.111 -0.810 1.319  0.03
H7 2.136 -2.534 1.937  0.09
H8 0.619 -1.795 1.391  0.10
H9 0.165 1.344 0.589  -0.06
H10 1.644 1.804 0.477  0.00


Stability ranking, top and bottom: model 2 is the most stable and model 4 is the least stable.


Model 1:
One molecule with the formula C4H10N2OS, computed with the ωB97M-V functional and the def2-TZVPD basis.

Results
Gap between HOMO and LUMO = 9.92 eV
HOMO energy = -9.0 eV
Total charge = 0
Structure (SMILES) = NCN[C@@H](C=O)CS

Each line ends with the Löwdin charge.
Element x y z (Å)
N1 -0.996 -2.204 0.198  0.04
C1 0.148 -1.641 0.848  -0.29
N2 0.213 -0.164 0.847  -0.03
C2 0.361 0.490 -0.473  -0.42
C3 -0.697 0.043 -1.468  -0.24
O1 -1.849 0.254 -1.228  0.05
C4 0.351 1.980 -0.226  -0.51
S1 2.001 2.592 0.269  0.71
H1 -1.752 -2.570 0.737  0.07
H2 -0.741 -2.876 -0.472  0.06
H3 1.062 -1.984 0.360  0.12
H4 0.281 -1.898 1.903  0.11
H5 -0.620 0.209 1.262  0.10
H6 1.357 0.143 -0.780  0.12
H7 -0.453 -0.476 -2.413  0.12
H8 -0.341 2.255 0.565  0.08
H9 0.107 2.455 -1.165  0.07
H10 1.568 3.393 1.237  -0.16


Model 2:
One molecule with the formula C4H10N2OS, computed with the ωB97M-V functional and the def2-TZVPD basis.

Results
Gap between HOMO and LUMO = 4.63 eV
HOMO energy = -8.1 eV
Total charge = 0

Each line ends with the Löwdin charge.
Element x y z (Å)
O1 0.632 -0.404 -2.370  -0.01
C1 0.300 -0.257 -0.962  -0.49
N1 0.777 -1.304 -0.244  0.14
C2 0.119 -1.609 0.957  -0.35
N2 -0.606 -2.914 0.816  0.03
C3 0.876 1.114 -0.647  -0.25
C4 0.513 1.643 0.694  -0.68
S1 -1.263 1.869 0.846  0.56
H1 -0.836 -0.103 -0.857  0.16
H2 -0.664 -0.886 1.276  0.08
H3 0.874 -1.721 1.753  0.13
H4 -0.053 -3.475 0.155  0.07
H5 -1.478 -2.605 0.310  0.09
H6 1.958 0.926 -0.751  0.13
H7 0.683 1.846 -1.450  0.13
H8 1.111 2.537 0.990  0.09
H9 0.990 0.899 1.423  0.08
H10 0.663 -1.357 -2.521  0.09


Stability ranking, top and bottom: model 1 is the most stable and model 2 is the least stable.


Model 1:
One molecule with the formula C4H10N2OS, computed with the ωB97M-V functional and the def2-TZVPD basis.

Results
Gap between HOMO and LUMO = 9.91 eV
HOMO energy = -9.1 eV
Total charge = 0
Structure (SMILES) = N[C@@H](CS)CNC=O

Each line ends with the Löwdin charge.
Element x y z (Å)
N1 -1.586 -1.775 -0.720  0.02
C1 -0.717 -0.646 -0.405  -0.46
C2 -1.289 0.720 -0.750  -0.48
S1 -0.308 1.636 -2.070  0.68
C3 -0.256 -0.798 1.063  -0.13
N2 1.198 -1.096 1.161  0.01
C4 2.070 -0.353 1.908  -0.38
O1 1.773 0.627 2.539  0.03
H1 -1.418 -2.078 -1.669  0.07
H2 -2.595 -1.764 -0.626  0.07
H3 0.160 -0.739 -1.050  0.11
H4 -2.316 0.526 -1.052  0.07
H5 -1.461 1.478 0.054  0.08
H6 -1.324 1.802 -2.930  -0.17
H7 -0.889 -1.413 1.686  0.12
H8 -0.261 0.188 1.545  0.10
H9 1.408 -2.087 1.214  0.13
H10 3.150 -0.665 1.628  0.15


Model 2:
One molecule with the formula C4H10N2OS, computed with the ωB97M-V functional and the def2-TZVPD basis.

Results
Gap between HOMO and LUMO = 4.38 eV
HOMO energy = -8.2 eV
Total charge = 0

Each line ends with the Löwdin charge.
Element x y z (Å)
O1 0.984 -0.270 -0.886  -0.06
C1 -0.094 0.182 0.056  -0.44
N1 -0.266 -0.650 1.168  0.18
C2 1.065 -1.052 1.532  -0.35
N2 1.620 -2.358 1.092  0.03
C3 -1.415 0.507 -0.704  -0.20
C4 -1.416 1.960 -1.243  -0.68
S1 0.024 2.292 -2.242  0.62
H1 0.284 1.203 0.361  0.18
H2 1.764 -0.288 1.110  0.11
H3 1.161 -0.996 2.639  0.12
H4 1.811 -2.967 1.960  0.10
H5 0.861 -2.785 0.577  0.06
H6 -2.230 0.176 -0.079  0.10
H7 -1.436 -0.075 -1.643  0.11
H8 -2.291 1.992 -1.912  0.07
H9 -1.690 2.629 -0.416  0.07
H10 1.263 0.501 -1.369  -0.01


Stability ranking, top and bottom: model 1 is the most stable and model 2 is the least stable.


Model 1:
C2H10NS2 as an isolated structure, computed with the ωB97M-V functional and the def2-TZVPD basis.

Results
Gap between HOMO and LUMO = 10.39 eV
HOMO energy = -13.8 eV
Total charge = +1

Each line ends with the Löwdin charge.
Element x y z (Å)
S1 1.228 0.399 1.330  0.48
S2 0.777 -0.732 -0.318  0.55
C1 2.187 -0.404 -1.394  -0.40
H1 1.971 -0.508 2.000  -0.13
H2 1.992 -0.913 -2.353  0.05
H3 3.128 -0.796 -0.972  0.06
H4 2.310 0.675 -1.586  0.05
C2 -2.042 -0.174 0.883  -0.08
N1 -1.350 0.752 -0.068  -0.02
H5 -2.287 -1.126 0.382  0.11
H6 -2.978 0.282 1.249  0.11
H7 -1.393 -0.389 1.749  0.07
H8 -0.467 0.326 -0.416  -0.16
H9 -1.958 0.958 -0.886  0.18
H10 -1.117 1.651 0.400  0.15


Model 2:
A 2-piece molecular cluster, C2H10NS2 overall, computed with the ωB97M-V functional and the def2-TZVPD basis.

Results
Gap between HOMO and LUMO = 9.60 eV
HOMO energy = -13.0 eV
Total charge = +1

Each line ends with the Löwdin charge.
Element x y z (Å)
C1 -0.960 -1.257 2.678  0.00
N1 -0.465 -1.746 1.340  0.11
H1 -0.846 -1.993 3.466  0.10
H2 -2.028 -1.122 2.519  0.11
H3 -0.438 -0.340 2.939  0.10
H4 0.522 -1.965 1.317  0.14
H5 -1.034 -2.560 1.113  0.17
H6 -0.643 -1.019 0.616  -0.02
C2 1.460 2.082 -0.504  -0.45
S1 1.077 0.334 -0.684  0.41
S2 -0.904 0.308 -1.269  0.39
H7 2.317 2.287 -1.140  0.04
H8 0.567 2.582 -0.882  0.02
H9 1.715 2.461 0.474  0.04
H10 -0.603 0.008 -2.532  -0.16


Stability ranking, top and bottom: model 2 is the most stable and model 1 is the least stable.


Model 1:
CH9Na4O8 as an isolated structure, computed with the ωB97M-V functional and the def2-TZVPD basis.

Results
Gap between HOMO and LUMO = 2.79 eV
HOMO energy = -9.0 eV
Total charge = +1

Each line ends with the Löwdin charge.
Element x y z (Å)
Na1 -7.980 -15.317 -14.255  0.74
Na2 -10.860 -13.855 -12.923  0.75
Na3 -12.007 -13.500 -17.208  0.79
Na4 -9.554 -12.029 -15.214  0.54
O1 -10.617 -14.454 -15.378  -0.44
H1 -10.004 -13.895 -15.894  -0.11
C1 -9.025 -11.109 -17.816  -1.13
O2 -8.701 -10.583 -18.837  0.09
O3 -9.366 -10.322 -16.945  -0.01
O4 -9.143 -12.331 -17.676  -0.11
O5 -7.270 -13.866 -16.134  -0.03
H2 -7.786 -13.511 -16.858  0.01
H3 -7.211 -13.146 -15.506  0.03
O6 -8.884 -15.044 -18.959  -0.02
H4 -9.313 -14.819 -19.784  0.07
H5 -9.005 -14.271 -18.407  -0.01
O7 -9.636 -16.710 -16.894  -0.05
H6 -10.310 -16.172 -16.479  -0.04
H7 -9.359 -16.202 -17.656  -0.02
O8 -11.747 -16.950 -14.643  -0.05
H8 -11.365 -16.100 -14.863  -0.06
H9 -12.023 -17.314 -15.484  0.05


Model 2:
CH9Na4O8 as an isolated structure, computed with the ωB97M-V functional and the def2-TZVPD basis.

Results
Gap between HOMO and LUMO = 2.68 eV
HOMO energy = -8.7 eV
Total charge = +1

Each line ends with the Löwdin charge.
Element x y z (Å)
Na1 -5.521 -0.861 -7.960  0.62
Na2 -7.852 1.754 -8.838  0.57
Na3 -3.164 1.836 -8.084  0.70
Na4 -5.299 1.120 -10.532  0.55
O1 -5.493 1.647 -7.991  -0.47
H1 -6.402 1.958 -8.169  -0.09
C1 -7.100 4.167 -11.005  -1.07
O2 -8.184 4.263 -11.603  0.07
O3 -6.632 3.070 -10.742  -0.04
O4 -6.339 5.071 -10.699  0.13
O5 -8.311 0.238 -6.898  -0.02
H2 -9.160 -0.187 -6.779  0.08
H3 -7.869 0.131 -6.055  0.06
O6 -8.411 4.883 -8.039  -0.05
H4 -8.453 5.661 -8.594  0.05
H5 -7.475 4.736 -7.902  -0.02
O7 -5.297 1.690 -5.254  -0.04
H6 -4.758 1.041 -4.802  0.04
H7 -5.264 1.432 -6.175  -0.06
O8 -5.773 4.211 -7.028  -0.03
H8 -5.951 4.030 -6.105  0.05
H9 -5.587 3.352 -7.409  -0.04


Stability ranking, top and bottom: model 1 is the most stable and model 2 is the least stable.